# 1
{"formula": "C5H7FO", "method": "the ωB97M-V functional and the def2-TZVPD basis", "smiles": "O=CC1(F)CCC1", "lumo_energy_ev": 0.68, "e_tot_ha": -369.771371, "homo_ev": -10.1, "gap_ev": 10.7, "elements": ["O", "C", "C", "F", "C", "C", "C", "H", "H", "H", "H", "H", "H", "H"], "coordinates": [[-2.3409, -0.9052, 0.0499], [-1.9137, 0.2470, 0.1182], [-0.4363, 0.5747, -0.0534], [-0.3721, 1.9214, -0.2115], [0.3150, -0.2951, -1.0431], [1.3771, -0.6121, 0.0204], [0.5266, 0.1210, 1.0706], [-2.5783, 1.1694, 0.2377], [-0.3338, -1.1463, -1.2862], [0.5819, 0.2957, -1.9947], [1.6442, -1.6488, 0.1053], [2.2656, -0.0717, -0.2642], [1.0974, 0.9852, 1.4826], [0.1673, -0.6352, 1.7685]], "forces_ev_per_angstrom": [[0.65, 2.42, 0.33], [-0.83, -1.48, -0.41], [-1.00, -0.88, 1.36], [0.29, 1.14, -0.56], [-0.40, 0.62, -1.85], [0.38, 0.71, -1.54], [1.08, -0.26, 0.01], [0.46, -1.00, 0.04], [0.28, 0.18, -0.16], [-0.13, -1.11, 1.38], [-0.12, -0.45, 0.44], [0.55, 0.15, 0.32], [-0.83, -0.73, 0.23], [-0.39, 0.70, 0.39]], "mulliken_charge": [-0.49, -0.24, 1.35, -0.34, -0.91, -0.52, -0.89, 0.32, 0.28, 0.29, 0.33, 0.21, 0.31, 0.28]}

# 2
{"formula": "C40H31F6N6O5S3TaTe", "method": "the ωB97M-V functional and the def2-TZVPD basis", "lumo_energy_ev": -6.84, "charge": 2, "e_tot_ha": -4365.963226, "homo_ev": -13.3, "gap_ev": 6.4, "elements": ["Ta", "C", "C", "C", "C", "N", "C", "N", "C", "N", "C", "N", "C", "C", "C", "C", "C", "N", "C", "C", "C", "C", "C", "C", "H", "H", "H", "H", "H", "H", "H", "H", "H", "H", "H", "H", "F", "C", "F", "F", "S", "O", "O", "N", "S", "O", "O", "C", "F", "F", "F", "Te", "C", "C", "C", "C", "C", "C", "H", "H", "H", "H", "H", "O", "S", "C", "C", "C", "C", "C", "C", "C", "C", "C", "C", "C", "C", "C", "C", "H", "H", "H", "H", "H", "H", "H", "H", "H", "H", "H", "H", "H", "H"], "coordinates": [[0.6239, 0.1951, -0.0405], [2.3961, -1.6225, 3.6045], [1.3200, -2.0370, 4.3916], [0.0466, -1.8029, 3.9434], [-0.1801, -1.1778, 2.7107], [0.8739, -0.7913, 1.9476], [2.1339, -1.0080, 2.4151], [-1.5001, -0.9522, 2.4052], [-1.9969, -0.5517, 1.3039], [-1.3745, -0.3714, 0.0469], [-2.3404, 0.2121, -0.8074], [-2.2287, 0.5072, -2.0387], [-1.1541, 0.0952, -2.8111], [-1.3522, 0.2080, -4.1889], [-0.4432, -0.3263, -5.0664], [0.6506, -1.0083, -4.5443], [0.8119, -1.0357, -3.1853], [-0.0280, -0.4571, -2.2986], [-3.5881, 0.4027, -0.0559], [-4.7998, 0.9378, -0.4497], [-5.8275, 0.9154, 0.4839], [-5.6383, 0.3712, 1.7575], [-4.4114, -0.1531, 2.1414], [-3.3974, -0.1199, 1.2043], [3.4220, -1.7629, 3.9158], [1.4869, -2.5152, 5.3482], [-0.8288, -2.0675, 4.5190], [2.9458, -0.6599, 1.7973], [-2.2593, 0.6950, -4.5170], [-0.5914, -0.2469, -6.1353], [1.3740, -1.5009, -5.1784], [1.6545, -1.5686, -2.7789], [-4.9333, 1.3623, -1.4360], [-6.7936, 1.3268, 0.2228], [-6.4653, 0.3593, 2.4550], [-4.2506, -0.5738, 3.1252], [1.6209, 5.1901, -1.8400], [1.3455, 3.9265, -2.0493], [2.3963, 3.1702, -1.7846], [0.9060, 3.6979, -3.2662], [-0.0283, 3.4136, -0.8925], [0.0483, 1.8934, -1.0477], [-1.2567, 4.0059, -1.2421], [0.5409, 3.7552, 0.5717], [0.6673, 2.4884, 1.4478], [-0.5417, 1.6786, 1.5870], [1.7562, 1.5528, 0.9357], [1.2813, 3.0367, 3.1272], [1.3530, 1.9290, 3.8363], [2.4691, 3.5712, 2.9690], [0.4109, 3.8732, 3.6239], [2.9992, -0.4781, -1.0053], [4.5866, 0.2629, 0.1465], [5.5884, -0.6764, 0.3721], [6.7233, -0.3010, 1.0809], [6.8581, 0.9992, 1.5442], [5.8607, 1.9344, 1.2989], [4.7188, 1.5742, 0.5952], [5.4941, -1.6897, -0.0004], [7.5068, -1.0266, 1.2567], [7.7487, 1.2886, 2.0862], [5.9789, 2.9556, 1.6392], [3.9681, 2.3167, 0.3877], [0.6008, -2.1386, -0.2001], [0.1884, -3.3331, -1.0403], [-0.6045, -4.4381, 0.1059], [-1.9994, -3.9907, 0.4701], [-2.4115, -4.1292, 1.7891], [-3.7034, -3.7839, 2.1633], [-4.5895, -3.2851, 1.2203], [-4.1841, -3.1403, -0.1019], [-2.8965, -3.4963, -0.4768], [1.7372, -4.2315, -1.3558], [2.2930, -4.9907, -0.1886], [2.1105, -6.3655, -0.0846], [2.6459, -7.0645, 0.9878], [3.3647, -6.3921, 1.9677], [3.5551, -5.0202, 1.8676], [3.0215, -4.3230, 0.7934], [0.0488, -4.5105, 0.9761], [-0.6110, -5.4041, -0.4112], [-1.7271, -4.5401, 2.5242], [-4.0185, -3.9123, 3.1912], [-5.5987, -3.0202, 1.5091], [-4.8770, -2.7646, -0.8452], [-2.6047, -3.4121, -1.5186], [2.4145, -3.4393, -1.6745], [1.5202, -4.8722, -2.2136], [1.5627, -6.8998, -0.8543], [2.5127, -8.1364, 1.0516], [3.7885, -6.9402, 2.7988], [4.1357, -4.4979, 2.6180], [3.1793, -3.2533, 0.7045]], "forces_ev_per_angstrom": [[-1.74, -4.41, -1.50], [0.01, -0.07, 0.09], [0.04, -0.03, 0.03], [-0.10, -0.10, 0.07], [-0.10, -0.13, -0.22], [-0.28, 0.48, -0.03], [-0.13, 0.07, -0.05], [0.34, 0.04, 0.27], [0.05, -0.06, -0.37], [-0.57, 0.62, 0.37], [0.07, -0.25, 0.33], [0.28, 0.02, -0.36], [-0.22, -0.10, 0.27], [-0.08, 0.00, -0.09], [-0.04, 0.02, -0.11], [0.04, -0.07, -0.03], [-0.12, -0.07, 0.07], [0.04, 0.72, 0.13], [0.12, 0.00, -0.15], [-0.06, 0.03, -0.05], [-0.02, -0.01, 0.02], [0.00, 0.00, -0.01], [-0.03, 0.05, 0.08], [0.14, -0.07, 0.10], [-0.03, 0.01, 0.00], [-0.01, 0.00, -0.02], [0.03, -0.01, 0.00], [0.01, 0.06, 0.02], [0.02, -0.01, 0.01], [0.00, 0.00, 0.02], [0.00, 0.01, 0.02], [0.03, -0.02, -0.03], [0.00, -0.05, 0.01], [0.01, -0.01, 0.01], [0.00, 0.03, 0.00], [0.00, 0.01, -0.02], [-0.05, 0.01, -0.16], [-0.15, 0.04, 0.21], [0.05, 0.00, 0.03], [0.08, 0.13, -0.03], [0.24, -1.03, 0.08], [-0.11, 1.48, -0.23], [0.18, 0.02, 0.04], [-0.12, -0.10, -0.12], [0.09, 0.40, 0.54], [0.78, 0.30, 0.03], [-0.01, 1.33, 0.92], [0.08, 0.00, -0.21], [-0.02, 0.04, 0.03], [-0.09, 0.09, 0.07], [0.08, 0.04, 0.03], [0.95, 0.02, -0.40], [-0.01, 0.27, 0.02], [0.09, 0.10, 0.18], [-0.01, -0.06, -0.02], [0.00, 0.01, 0.02], [-0.03, -0.01, -0.03], [0.26, -0.15, 0.04], [0.02, 0.01, 0.00], [-0.01, 0.02, 0.00], [-0.01, 0.00, -0.01], [0.00, -0.03, 0.00], [-0.09, 0.07, -0.07], [0.48, 0.61, 0.59], [-0.31, 0.07, -0.57], [-0.22, -0.14, -0.01], [0.02, 0.08, 0.02], [-0.03, -0.03, 0.03], [-0.01, 0.00, -0.02], [0.01, -0.06, -0.06], [0.01, -0.05, 0.04], [0.02, -0.03, 0.01], [-0.06, -0.19, 0.13], [0.18, 0.08, -0.04], [-0.01, -0.05, -0.02], [-0.01, 0.02, 0.02], [-0.01, 0.00, -0.03], [-0.05, -0.01, -0.02], [-0.02, 0.02, 0.02], [-0.02, -0.07, 0.03], [0.01, -0.02, 0.05], [-0.01, 0.06, 0.00], [0.01, 0.00, -0.02], [0.02, -0.01, -0.01], [0.02, -0.01, 0.02], [0.01, 0.02, 0.02], [0.02, -0.01, -0.09], [0.02, -0.02, 0.04], [0.03, 0.01, 0.02], [-0.01, 0.02, 0.01], [0.00, 0.00, -0.01], [-0.02, -0.01, -0.01], [0.01, 0.00, 0.00]], "mulliken_charge": [0.93, -1.02, -0.92, -0.44, -0.22, 1.35, -0.23, -0.26, -0.06, 1.20, -0.25, -0.43, 0.03, -0.79, -0.52, -1.57, -0.33, 0.80, 0.46, -0.22, -0.82, -0.84, -0.30, -0.23, 0.68, 0.52, 0.67, 0.22, 0.63, 0.51, 0.54, 0.45, 0.61, 0.48, 0.51, 0.57, -0.17, 0.70, -0.15, -0.16, 0.94, -0.52, -0.57, -0.60, 1.12, -0.57, -0.64, 0.52, -0.15, -0.15, -0.14, 0.34, 0.36, -0.52, -0.76, -0.56, -0.80, -0.08, 0.43, 0.44, 0.43, 0.46, 0.38, -0.15, 0.83, -1.21, 0.28, -0.26, -0.81, -0.59, -0.71, -0.19, -1.16, -0.21, -0.18, -0.79, -0.58, -0.79, 0.78, 0.46, 0.68, 0.49, 0.46, 0.47, 0.47, 0.52, 0.36, 0.72, 0.47, 0.42, 0.42, 0.48, 0.04]}